C20H28CoF6GeN2PSe2Te2 | ωB97M-V with the def2-TZVPD basis set

```
! wB97M-V def2-TZVPD RIJCOSX def2/J DEFGRID3
* xyz 0 3
Te -3.42 -0.57 -2.55
Te -2.80 2.03 -1.97
Se -1.41 -1.67 -1.82
Se -1.46 1.79 -0.01
Ge 1.28 0.80 1.41
Co -0.13 -0.27 -0.22
P 1.45 2.05 -2.79
F 0.67 0.88 -1.76
F 1.69 0.85 -3.85
F 2.83 1.68 -2.06
F 1.12 3.15 -1.66
F 2.14 3.12 -3.74
F 0.00 2.30 -3.45
N 1.10 -1.77 -0.02
N 0.82 -2.64 0.83
C -2.02 -3.01 3.09
C 3.58 -1.73 -2.77
C -2.75 -1.87 2.74
C 3.39 0.21 5.40
C -0.81 1.56 3.44
C -1.04 -1.18 1.16
C 0.42 2.03 2.67
C 4.57 -2.54 -2.25
C 2.23 -1.15 3.58
C -2.28 -0.98 1.79
C -0.82 -3.26 2.47
C 4.43 -3.11 -0.99
C 2.60 -0.32 2.35
C -0.37 -2.35 1.52
C 2.43 -1.48 -2.02
C 2.08 -0.34 4.87
C 3.29 -2.87 -0.24
C -2.55 2.12 5.20
C -1.27 2.56 4.50
C 2.30 -2.05 -0.77
H 3.68 -1.27 -3.74
H -2.88 -0.11 1.54
H -1.41 3.54 4.02
H 3.25 0.76 6.33
H -3.37 2.02 4.48
H 3.07 -0.94 1.58
H 5.47 -2.73 -2.82
H -2.41 1.15 5.67
H 0.18 2.95 2.12
H -0.47 2.70 5.23
H 1.61 -0.96 5.63
H -3.70 -1.68 3.21
H 3.17 -3.30 0.74
H 4.10 -0.59 5.59
H 1.22 2.31 3.37
H -2.86 2.83 5.96
H 2.12 1.65 0.44
H 1.66 -0.84 -2.42
H -1.64 1.36 2.76
H 1.38 0.49 4.70
H 3.37 0.41 2.61
H 5.21 -3.74 -0.58
H -0.23 -4.14 2.69
H 1.32 -1.73 3.41
H -0.61 0.60 3.93
H 3.02 -1.89 3.75
H -2.41 -3.69 3.84
H 3.87 0.90 4.69
*
```

Frontier orbital gap (alpha / beta), eV: 6.93 / 5.19
HOMO energy (alpha / beta), eV: -8.55 / -8.48